a) The following is a DFT calculation (the ωB97M-V functional and the def2-TZVPD basis) of 3 unconnected molecules or ions with the total composition H6O3.

Structure (ORCA input):
```
! wB97M-V def2-TZVPD RIJCOSX def2/J DEFGRID3
* xyz 0 1
O -0.293 0.932 -0.014
H 0.005 0.230 0.586
H 0.194 1.714 0.256
O 0.665 -0.996 1.935
H 1.261 -1.750 1.895
H 0.781 -0.619 2.812
O -0.895 -0.103 -2.788
H -1.265 0.783 -2.749
H -0.453 -0.190 -1.935
*
```

Values from the calculation:
* LUMO energy: 0.382 eV
* frontier orbital gap: 11.08 eV


b) The following is a DFT calculation (the ωB97M-V functional and the def2-TZVPD basis) of a molecular structure, H6O3.

Structure (ORCA input):
```
! wB97M-V def2-TZVPD RIJCOSX def2/J DEFGRID3
* xyz 0 1
O 0.115 0.956 -0.501
H 0.609 0.316 -1.014
H -0.092 1.653 -1.123
O -0.623 -0.133 0.758
H -0.422 0.621 0.203
H -0.741 0.238 1.633
O 0.406 -1.605 0.051
H -0.237 -1.015 0.444
H 0.984 -1.031 -0.451
*
```

Values from the calculation:
* LUMO energy: 0.033 eV
* frontier orbital gap: 8.92 eV


Tell me which of them is the most stable. Sure, it is a).


a) The following is a DFT calculation (the ωB97M-V functional and the def2-TZVPD basis) of 3 unconnected molecules or ions with the total composition H6O3.

Structure (ORCA input):
```
! wB97M-V def2-TZVPD RIJCOSX def2/J DEFGRID3
* xyz 0 1
O 0.557 0.774 -0.078
H 0.554 0.323 0.774
H 1.292 1.394 -0.012
O -3.275 -0.352 0.013
H -3.733 0.495 -0.003
H -2.452 -0.184 -0.459
O 2.434 -0.442 0.016
H 2.902 -1.015 -0.603
H 1.720 -0.994 0.352
*
```

Values from the calculation:
* LUMO energy: 0.645 eV
* frontier orbital gap: 10.98 eV


b) The following is a DFT calculation (the ωB97M-V functional and the def2-TZVPD basis) of 3 unconnected molecules or ions with the total composition H6O3.

Structure (ORCA input):
```
! wB97M-V def2-TZVPD RIJCOSX def2/J DEFGRID3
* xyz 0 1
O 14.489 -6.504 14.889
H 14.894 -6.706 14.046
H 13.820 -7.179 15.002
O 18.247 -7.007 11.933
H 18.839 -7.051 11.183
H 18.193 -6.074 12.142
O 15.282 -7.217 12.470
H 16.208 -7.166 12.233
H 14.940 -7.940 11.944
*
```

Values from the calculation:
* LUMO energy: 0.486 eV
* frontier orbital gap: 10.88 eV


c) The following is a DFT calculation (the ωB97M-V functional and the def2-TZVPD basis) of 3 unconnected molecules or ions with the total composition H6O3.

Structure (ORCA input):
```
! wB97M-V def2-TZVPD RIJCOSX def2/J DEFGRID3
* xyz 0 1
O -3.372 0.627 -2.984
H -2.535 0.587 -2.522
H -3.638 -0.288 -3.078
O 0.728 0.377 -1.533
H 1.548 0.191 -1.990
H 0.967 0.393 -0.607
O 2.412 -0.468 4.066
H 1.596 -0.749 3.653
H 2.294 -0.670 4.994
*
```

Values from the calculation:
* LUMO energy: 0.519 eV
* frontier orbital gap: 11.88 eV


Tell me which of them is the most stable. Sure, it is b).


a) The following is a DFT calculation (the ωB97M-V functional and the def2-TZVPD basis) of 3 unconnected molecules or ions with the total composition H6O3.

Structure (ORCA input):
```
! wB97M-V def2-TZVPD RIJCOSX def2/J DEFGRID3
* xyz 0 1
O 7.579 -0.936 -6.980
H 7.946 -0.421 -7.698
H 7.261 -0.285 -6.355
O 8.790 -2.816 -5.477
H 8.397 -2.065 -5.921
H 8.117 -3.111 -4.864
O 10.788 -2.138 -3.969
H 10.022 -2.575 -4.340
H 10.865 -2.499 -3.086
*
```

Values from the calculation:
* LUMO energy: 0.486 eV
* frontier orbital gap: 10.93 eV


b) The following is a DFT calculation (the ωB97M-V functional and the def2-TZVPD basis) of 3 unconnected molecules or ions with the total composition H6O3.

Structure (ORCA input):
```
! wB97M-V def2-TZVPD RIJCOSX def2/J DEFGRID3
* xyz 0 1
O 24.438 20.155 0.141
H 24.934 19.576 0.667
H 24.193 20.875 0.702
O 22.722 19.999 -2.018
H 23.037 20.356 -1.173
H 22.661 20.834 -2.466
O 25.475 16.931 1.163
H 24.752 16.818 0.534
H 24.947 17.309 1.828
*
```

Values from the calculation:
* LUMO energy: 0.456 eV
* frontier orbital gap: 11.45 eV


c) The following is a DFT calculation (the ωB97M-V functional and the def2-TZVPD basis) of 3 unconnected molecules or ions with the total composition H6O3.

Structure (ORCA input):
```
! wB97M-V def2-TZVPD RIJCOSX def2/J DEFGRID3
* xyz 0 1
O 31.481 0.378 -25.550
H 32.097 0.330 -24.818
H 31.988 0.764 -26.265
O 33.339 -0.500 -29.318
H 32.667 -0.792 -28.703
H 33.110 -0.926 -30.144
O 35.711 1.083 -28.823
H 35.040 0.870 -29.472
H 36.203 0.270 -28.709
*
```

Values from the calculation:
* LUMO energy: 0.497 eV
* frontier orbital gap: 11.55 eV


Tell me which of them is the most stable. Sure, it is a).


a) The following is a DFT calculation (the ωB97M-V functional and the def2-TZVPD basis) of 2 unconnected molecules or ions with the total composition C4H8NO3.

Structure (ORCA input):
```
! wB97M-V def2-TZVPD RIJCOSX def2/J DEFGRID3
* xyz -1 1
C 0.151 -1.262 -2.969
C -0.563 -0.389 -1.898
O -1.483 -0.911 -1.242
O -0.071 0.762 -1.755
H 0.972 -0.650 -3.340
H -0.439 -1.633 -3.809
H 0.538 -2.149 -2.460
C -0.828 0.075 2.084
C 0.631 0.522 2.060
O 1.382 0.358 3.012
N 0.945 1.191 0.921
H 1.922 1.408 0.811
H 0.430 0.911 0.085
H -1.430 0.960 2.165
H -1.062 -0.637 2.864
H -1.038 -0.374 1.131
*
```

Values from the calculation:
* LUMO energy: 3.970 eV
* frontier orbital gap: 8.63 eV


b) The following is a DFT calculation (the ωB97M-V functional and the def2-TZVPD basis) of 2 unconnected molecules or ions with the total composition C4H8NO3.

Structure (ORCA input):
```
! wB97M-V def2-TZVPD RIJCOSX def2/J DEFGRID3
* xyz -1 1
C 1.884 1.012 -1.956
C 0.821 2.052 -1.503
O 0.300 1.874 -0.364
O 0.424 2.835 -2.395
H 2.425 1.466 -2.788
H 1.284 0.213 -2.407
H 2.519 0.601 -1.174
C -0.160 -0.611 1.641
C -1.515 -0.728 1.044
O -2.053 0.071 0.361
N -2.209 -1.953 1.454
H 0.200 0.416 1.537
H 0.598 -1.246 1.196
H -2.614 -2.467 0.679
H -1.672 -2.626 1.981
H -0.232 -0.907 2.693
*
```

Values from the calculation:
* LUMO energy: 3.384 eV
* frontier orbital gap: 7.08 eV


Tell me which of them is the most stable. Sure, it is a).